ORCA calculation (ωB97M-V/def2-TZVPD) on C3H4FN3O in the gas phase at a distorted geometry.

XYZ file:
```
12
Properties=species:S:1:pos:R:3
C -1.69268 -0.50604 -0.96515
C -0.51628 0.07101 -0.24795
N -0.46906 1.33984 0.15933
N 0.64940 1.53188 0.78138
N 1.34244 0.39653 0.65511
O 2.53201 0.27381 1.27263
C 0.58856 -0.59593 0.17947
F 1.01100 -1.85865 -0.06946
H -1.56478 -1.54702 -1.21608
H -2.60076 -0.37447 -0.34205
H -1.86999 0.08362 -1.87713
H 2.59013 1.18544 1.66990
```

Output
HOMO level   -9.7 eV
Kohn-Sham gap   10.34 eV
Total charge   0
Energy relative to the best compared isomer or geometry (same formula, charge and spin)   72.1 kcal per mole
SMILES   Cc1nnn(O)c1F
Lowest unoccupied orbital energy   0.02461 Eh
2S+1   1
Total energy   -455.9784 hartree

Here are the Löwdin charges for atoms 1 to 2, given in e: atom 1 (C): -0.02, atom 2 (C): -0.31